(1)
This record from OMol25 describes a structure of composition C17H23O2W at a distorted geometry. The level of theory is ωB97M-V/def2-TZVPD.

## Properties
LUMO energy (alpha / beta): 2.6301 / 2.5965 eV
E: -23913.189 eV
Expectation value of S²: 2.279
Energy relative to the best compared isomer or geometry (same formula, charge and spin): 41.22 kcal per mole

Structure (ORCA input):
```
! wB97M-V def2-TZVPD RIJCOSX def2/J DEFGRID3
* xyz -1 3
W -1.294 -1.034 -0.271
C -3.040 0.044 -1.569
C -2.300 1.148 -1.033
C -0.951 1.063 -1.493
H -2.719 1.976 -0.461
C -0.842 -0.104 -2.319
C -2.140 -0.740 -2.376
H -2.412 -1.597 -2.967
H -4.097 -0.142 -1.422
H -0.174 1.804 -1.358
H 0.033 -0.341 -2.927
C -0.971 -2.722 1.024
C -1.284 -3.257 -0.273
C -0.271 -2.830 -1.180
H -2.134 -3.887 -0.494
C 0.683 -2.033 -0.459
C 0.245 -1.959 0.910
H 0.807 -1.526 1.732
H -1.480 -2.941 1.952
H -0.173 -3.131 -2.215
H 1.647 -1.689 -0.815
O -0.739 1.794 1.221
C 3.863 1.535 -0.177
C 2.849 2.244 0.479
C 3.172 1.098 -1.533
C 4.005 0.263 0.785
C 0.443 2.241 1.336
H 2.387 3.115 -0.051
H 3.035 2.449 1.582
H 1.140 2.278 2.334
H 0.595 3.318 0.893
H 3.754 1.019 -2.494
H 2.449 1.944 -1.671
H 2.661 0.149 -1.365
H 5.024 0.019 1.213
H 3.643 -0.683 0.279
H 3.329 0.588 1.596
C -3.482 0.000 1.991
C -2.032 0.137 2.349
O -1.624 0.485 3.393
H -3.755 -1.058 1.681
H -3.873 0.710 1.191
H -3.978 0.254 2.982
*
```

Need the natural (NBO) charges? In units of e they are:
1 W 0.7614
2 C -0.3733
3 C -0.2318
4 C -0.3128
5 H 0.2507
6 C -0.3175
7 C -0.3358
8 H 0.2281
9 H 0.2341
10 H 0.2642
11 H 0.2400
12 C -0.3833
13 C -0.3385
14 C -0.2743
15 H 0.2351
16 C -0.3037
17 C -0.3757
18 H 0.2641
19 H 0.2449
20 H 0.2328
21 H 0.2495
22 O -0.7038
23 C -0.1705
24 C -0.4586
25 C -0.6340
26 C -0.6448
27 C 0.0403
28 H 0.1756
29 H 0.1700
30 H 0.0964
31 H 0.0711
32 H 0.1779
33 H 0.1993
34 H 0.1794
35 H 0.1808
36 H 0.1788
37 H 0.2144
38 C -0.7764
39 C 0.6310
40 O -0.5606
41 H 0.2364
42 H 0.2428
43 H 0.1962


(2)
This record from OMol25 describes a structure of composition C44H43F4GeN3ScSe at a distorted geometry. The level of theory is ωB97M-V/def2-TZVPD.

## Properties
LUMO energy: -3.8013 eV
E: -204223.002 eV
Energy relative to the best compared isomer or geometry (same formula, charge and spin): 80.62 kcal per mole

Structure (ORCA input):
```
! wB97M-V def2-TZVPD RIJCOSX def2/J DEFGRID3
* xyz 1 1
Sc -0.946 0.552 0.751
C 0.351 3.459 0.495
N -0.130 2.422 -0.433
C -1.079 3.042 -1.380
C 0.999 1.844 -1.183
C 1.968 1.135 -0.248
N 1.203 0.393 0.752
C 1.822 0.065 1.939
C 1.009 -0.270 3.015
F -0.353 -0.200 2.765
C 1.439 -0.677 4.251
F 0.541 -0.987 5.189
C 2.792 -0.752 4.501
C 3.643 -0.426 3.462
F 4.962 -0.498 3.647
C 3.189 -0.043 2.211
F 4.098 0.178 1.247
H 0.889 4.230 -0.066
H -0.498 3.901 1.007
H 1.013 3.027 1.241
H -0.600 3.871 -1.908
H -1.405 2.310 -2.118
H -1.944 3.418 -0.839
H 0.583 1.141 -1.911
H 1.539 2.619 -1.734
H 2.604 0.485 -0.851
H 2.629 1.863 0.225
H 3.174 -1.048 5.468
Ge 2.211 -2.828 -0.546
C 1.452 -3.939 -1.976
C 2.340 -4.944 -2.373
C 1.961 -5.919 -3.289
C 0.696 -5.870 -3.859
C -0.183 -4.848 -3.513
C 0.189 -3.898 -2.572
C 1.947 -5.300 1.759
C 3.033 -5.778 2.416
C 3.707 -5.120 3.503
C 3.119 -4.312 4.426
C 1.724 -3.935 4.463
C 0.962 -3.804 3.365
H -0.116 -1.426 -0.239
H 3.348 -4.977 -1.961
H 2.657 -6.697 -3.575
H 0.398 -6.619 -4.581
H -1.161 -4.797 -3.976
H -0.519 -3.115 -2.319
H 3.395 -6.767 2.150
H 4.722 -5.439 3.707
H 3.718 -4.047 5.291
H 1.280 -3.772 5.440
H -0.110 -3.629 3.441
N -1.127 -1.393 -0.093
C -1.531 -2.594 0.243
C -2.983 -2.859 0.334
C -3.520 -3.583 1.402
C -4.887 -3.793 1.482
C -5.723 -3.306 0.484
C -5.193 -2.603 -0.591
C -3.831 -2.367 -0.658
C -0.537 -3.600 0.554
C -0.864 -4.899 0.298
C -0.024 -6.065 0.357
C 1.184 -6.218 0.934
C 1.593 -3.857 2.008
C 0.805 -3.101 0.937
H -2.866 -3.959 2.176
H -5.301 -4.340 2.318
H -6.790 -3.475 0.544
H -5.846 -2.240 -1.374
H -3.405 -1.836 -1.500
H -1.851 -5.079 -0.104
H -0.440 -6.949 -0.112
H 1.622 -7.209 0.850
H 2.559 -3.344 2.108
H 0.696 -2.091 1.359
C -6.590 5.084 -1.418
C -5.569 4.345 -0.591
C -4.977 4.932 0.518
C -4.063 4.257 1.329
C -3.466 4.976 2.512
C -3.732 2.941 0.992
Se -2.499 1.989 2.116
C -4.303 2.327 -0.126
C -3.951 0.923 -0.513
C -5.213 3.037 -0.899
H -6.518 6.161 -1.268
H -7.602 4.778 -1.143
H -6.465 4.877 -2.482
H -5.238 5.954 0.776
H -4.083 5.831 2.788
H -2.465 5.351 2.278
H -3.370 4.326 3.378
H -2.896 0.841 -0.804
H -4.527 0.597 -1.380
H -4.130 0.224 0.305
H -5.660 2.555 -1.764
*
```

Need the natural (NBO) charges? In units of e they are:
1 Sc 1.7002
2 C -0.4259
3 N -0.5205
4 C -0.4221
5 C -0.2234
6 C -0.2410
7 N -0.8562
8 C 0.1430
9 C 0.2204
10 F -0.3332
11 C 0.3859
12 F -0.2909
13 C -0.3648
14 C 0.3781
15 F -0.2900
16 C 0.2502
17 F -0.2994
18 H 0.1998
19 H 0.2371
20 H 0.2200
21 H 0.2057
22 H 0.2081
23 H 0.2395
24 H 0.2023
25 H 0.2143
26 H 0.2172
27 H 0.2020
28 H 0.2618
29 Ge 1.0716
30 C -0.5779
31 C -0.1543
32 C -0.2270
33 C -0.1942
34 C -0.2027
35 C -0.2194
36 C 0.0302
37 C -0.1772
38 C -0.2318
39 C -0.1888
40 C -0.2361
41 C -0.1524
42 H 0.3788
43 H 0.2054
44 H 0.2229
45 H 0.2235
46 H 0.2174
47 H 0.1963
48 H 0.2207
49 H 0.2273
50 H 0.2209
51 H 0.2298
52 H 0.2112
53 N -0.9241
54 C 0.3793
55 C -0.0733
56 C -0.1770
57 C -0.2079
58 C -0.1676
59 C -0.2010
60 C -0.1936
61 C -0.0681
62 C -0.1189
63 C -0.2661
64 C -0.1437
65 C -0.2853
66 C -0.7510
67 H 0.2271
68 H 0.2313
69 H 0.2295
70 H 0.2265
71 H 0.2250
72 H 0.2239
73 H 0.2279
74 H 0.2202
75 H 0.2323
76 H 0.2402
77 C -0.6299
78 C 0.0013
79 C -0.2049
80 C -0.0481
81 C -0.6366
82 C -0.0846
83 Se -0.3029
84 C -0.0870
85 C -0.5842
86 C -0.2126
87 H 0.2220
88 H 0.2283
89 H 0.2199
90 H 0.2129
91 H 0.2246
92 H 0.2186
93 H 0.2339
94 H 0.1529
95 H 0.2299
96 H 0.2411
97 H 0.2073


(3)
This record from OMol25 describes an isolated molecule of C7H7N3OS at a distorted geometry. The level of theory is ωB97M-V/def2-TZVPD.

## Properties
LUMO energy: 0.6483 eV
E: -24725.230 eV
Energy relative to the best compared isomer or geometry (same formula, charge and spin): 0.00 kcal per mole
Structure (SMILES): O=C1NCC=CN1c1nccs1

Structure (ORCA input):
```
! wB97M-V def2-TZVPD RIJCOSX def2/J DEFGRID3
* xyz 0 1
O -0.923 1.968 -1.403
C -0.411 1.465 -0.451
N -0.002 2.077 0.661
C 0.596 1.473 1.836
C 1.310 0.213 1.455
C 0.928 -0.481 0.389
N -0.075 -0.045 -0.449
C -0.608 -0.822 -1.431
N -1.767 -0.658 -1.951
C -2.041 -1.589 -2.893
C -1.076 -2.518 -3.100
S 0.287 -2.215 -2.089
H -0.244 3.056 0.717
H -0.184 1.247 2.582
H 1.282 2.197 2.283
H 2.105 -0.134 2.088
H 1.385 -1.424 0.124
H -2.986 -1.547 -3.403
H -1.067 -3.359 -3.760
*
```

Need the natural (NBO) charges? In units of e they are:
1 O -0.5683
2 C 0.8230
3 N -0.6156
4 C -0.2387
5 C -0.2771
6 C 0.0158
7 N -0.5091
8 C 0.2731
9 N -0.4417
10 C -0.0353
11 C -0.4567
12 S 0.3185
13 H 0.4148
14 H 0.1943
15 H 0.2118
16 H 0.2239
17 H 0.2158
18 H 0.2124
19 H 0.2391


(4)
This record from OMol25 describes a structure of composition AuFNO3S2 at a distorted geometry. The level of theory is ωB97M-V/def2-TZVPD.

## Properties
LUMO energy (alpha / beta): -6.6961 / -10.0694 eV
E: -35696.069 eV
Expectation value of S²: 2.020

Structure (ORCA input):
```
! wB97M-V def2-TZVPD RIJCOSX def2/J DEFGRID3
* xyz 1 3
Au -0.385 1.664 0.857
F -2.085 0.878 1.372
N 0.202 -1.217 -0.242
S 1.674 -0.438 0.280
O 2.500 -0.468 -0.958
O 1.221 1.047 0.518
S -0.989 -0.341 -0.671
O -2.137 -1.124 -1.155
*
```

Need the natural (NBO) charges? In units of e they are:
1 Au 1.2868
2 F -0.5619
3 N -0.9561
4 S 1.8411
5 O -0.5468
6 O -0.8838
7 S 1.4789
8 O -0.6582